This record from the OMol25 dataset describes C15H11B3Cl52N2O6P2S as an isolated structure in a non-equilibrium geometry. The level of theory is ωB97M-V/def2-TZVPD.

The geometry in XYZ format:
```
92
Properties=species:S:1:pos:R:3:forces:R:3
N -5.2528 -8.5760 -1.5468 0.4 0.0 0.0
C -3.7887 -8.6170 -1.5233 0.6 0.1 0.3
C -3.1221 -7.6456 -0.4803 0.0 0.5 -0.2
B -3.2193 -6.1247 -0.9548 -0.9 -0.3 -0.1
O -2.7050 -5.5910 -2.1588 0.2 1.2 2.6
B -2.1593 -4.3087 -1.8210 0.3 -1.0 -1.3
P -1.7576 -2.9840 -3.1838 -0.3 1.9 0.2
N -0.0454 -3.2516 -3.5510 -1.5 -1.3 0.5
O -2.6721 -3.2976 -4.5691 1.5 -1.0 0.6
O -1.8477 -3.9189 -0.4912 -1.2 -1.2 0.3
B -2.7320 -4.4559 0.4582 -1.2 -0.3 -1.6
P -2.4799 -4.3010 2.3660 0.9 0.3 1.1
O -1.2845 -5.4538 2.7304 -1.9 1.1 -0.4
O -3.8549 -4.8284 3.1277 1.4 -0.1 -1.2
S -1.9034 -2.5107 2.8046 -0.7 -0.4 -0.2
O -3.8438 -5.1798 -0.0554 2.5 -0.2 0.4
H -5.5857 -7.6421 -1.7650 0.0 -0.1 0.0
H -5.6220 -8.8365 -0.6384 0.0 0.1 -0.1
H -3.4726 -9.6566 -1.3077 -0.2 0.5 -0.2
H -3.3953 -8.3358 -2.5239 -0.3 -0.4 0.5
H -2.0320 -7.8586 -0.3358 -0.6 0.0 -0.3
H -3.5672 -7.7237 0.5382 0.1 -0.1 -0.7
H 0.0822 -4.2664 -3.4976 0.4 0.2 -0.4
H 0.4314 -2.9113 -2.7071 -0.1 0.3 -0.5
H -3.5454 -2.9192 -4.4738 -0.1 0.4 0.1
H -1.4920 -5.7205 3.6354 0.3 -0.4 0.1
H -3.7839 -4.7240 4.0822 -0.1 0.3 0.2
C 1.2397 -2.0157 5.3807 0.2 -0.1 -0.1
Cl 1.3141 -0.7082 4.1869 -0.1 -0.1 0.1
Cl 0.6077 -3.4722 4.5936 0.3 0.2 0.5
Cl 2.8735 -2.3554 5.9783 0.0 0.1 0.0
Cl 0.2443 -1.4914 6.7611 0.1 -1.0 -0.6
C 2.0397 -0.2263 -3.8360 -0.1 0.0 -0.2
Cl 3.1552 1.1441 -3.7038 -0.2 -0.2 0.0
Cl 1.7710 -0.9261 -2.2277 0.2 0.3 0.1
Cl 0.4916 0.3253 -4.4950 0.3 -0.1 0.2
Cl 2.7361 -1.4527 -4.9084 0.0 0.1 0.1
C 5.9771 3.2171 -5.4101 0.0 0.0 -0.1
Cl 7.1646 4.4442 -5.8790 -0.2 -0.1 0.1
Cl 6.8119 1.6986 -5.0330 -0.1 0.1 0.0
Cl 5.0877 3.7684 -3.9793 0.1 0.0 -0.1
Cl 4.8426 2.9515 -6.7443 0.1 0.0 0.1
C 9.8587 3.1942 -8.9789 -0.2 0.0 0.1
Cl 11.5451 3.2234 -8.4305 -0.1 0.0 0.0
Cl 9.1926 4.8370 -8.9463 -0.1 -0.3 -0.1
Cl 9.7888 2.5667 -10.6356 0.0 0.1 0.1
Cl 8.9117 2.1513 -7.9049 0.2 0.3 -0.2
C 9.4058 -1.8534 -8.1783 0.0 -0.1 0.0
Cl 8.2971 -2.9170 -9.0607 0.1 0.1 0.1
Cl 10.6470 -2.8319 -7.3769 -0.1 0.1 0.0
Cl 10.1818 -0.7437 -9.3175 -0.1 -0.1 0.1
Cl 8.4949 -0.9442 -6.9528 0.1 -0.2 -0.1
C -0.3138 2.7005 8.3918 -0.1 0.0 0.1
Cl -1.9980 3.1119 8.7721 0.1 -0.3 -0.2
Cl 0.6646 2.7469 9.8724 0.0 -0.3 -0.3
Cl -0.2538 1.0715 7.6912 0.0 0.9 0.2
Cl 0.3255 3.8656 7.2213 0.0 -0.2 0.2
C -2.9193 2.4073 -4.6567 0.0 0.1 0.0
Cl -1.8053 3.7782 -4.5196 -0.1 -0.1 0.0
Cl -3.1632 1.6859 -3.0553 0.1 0.0 -0.1
Cl -4.4702 2.9671 -5.3080 0.5 0.0 -0.2
Cl -2.2272 1.1919 -5.7441 -0.2 0.1 0.0
C -1.5912 5.7870 12.0313 0.0 0.0 -0.1
Cl -1.8860 7.5138 12.3031 0.0 -0.2 0.0
Cl -0.5192 5.1636 13.2983 -0.1 0.0 -0.1
Cl -3.1305 4.9077 12.0739 0.3 0.2 0.0
Cl -0.8317 5.5571 10.4487 -0.1 0.6 0.4
C -0.6015 4.1307 2.9084 0.0 0.0 0.0
Cl 0.6424 5.0847 2.0816 -0.1 -0.1 0.1
Cl 0.0616 2.5471 3.3491 -0.1 0.1 0.0
Cl -1.1171 4.9766 4.3769 0.0 0.0 -0.2
Cl -1.9921 3.9114 1.8322 0.1 0.0 0.1
C -5.1583 -0.5873 6.7802 0.0 0.1 0.0
Cl -5.4101 -0.2175 5.0682 0.1 -0.1 0.2
Cl -5.3832 -2.3241 7.0640 0.0 0.1 -0.1
Cl -3.5214 -0.1159 7.2633 -0.1 0.0 -0.1
Cl -6.3352 0.3056 7.7577 0.0 -0.1 -0.1
C 11.7841 8.3136 -8.1688 0.1 0.0 0.0
Cl 11.8075 8.9222 -9.8331 0.0 -0.1 0.2
Cl 11.8571 6.5439 -8.1864 0.2 0.4 0.1
Cl 13.1790 8.9573 -7.2844 -0.1 0.0 -0.1
Cl 10.2882 8.8328 -7.3715 0.1 -0.1 -0.1
C -8.1349 1.9841 -3.6640 0.0 0.0 0.1
Cl -6.4567 2.0148 -3.0993 -0.6 -0.2 0.2
Cl -8.8034 3.6250 -3.6204 0.1 -0.2 0.0
Cl -8.1838 1.3711 -5.3268 0.0 0.1 0.1
Cl -9.0965 0.9259 -2.6159 0.1 0.1 -0.1
C -6.5947 3.2431 10.8436 0.0 0.0 0.0
Cl -6.2543 4.2187 12.2865 -0.2 -0.2 -0.2
Cl -5.0737 2.7681 10.0701 -0.2 0.0 0.1
Cl -7.4911 1.7883 11.3135 0.1 0.1 0.0
Cl -7.5654 4.1917 9.7048 0.1 -0.1 0.1
```
Forces are in eV/Å.

Computed properties:
HOMO energy   -8.32 eV
Kohn-Sham gap   7.867 eV

Atom charges from the Mulliken analysis, given in e for atoms 1 to 8:
1 N -0.60
2 C -0.65
3 C -0.41
4 B 0.53
5 O -0.34
6 B 0.20
7 P 0.25
8 N -0.47

This record from the OMol25 dataset describes C2H3N4O3 as an isolated structure in a non-equilibrium geometry. The level of theory is ωB97M-V/def2-TZVPD.

The geometry in XYZ format:
```
12
Properties=species:S:1:pos:R:3:forces:R:3
C -1.1557 -1.3531 -0.9069 -0.4 -1.0 0.4
C -0.4669 -1.0417 0.4331 -2.8 -0.6 -0.6
N -0.6893 -0.7112 -1.8931 -0.1 -0.6 -0.9
N 0.3445 1.1286 0.8134 -3.4 -3.3 -0.8
N 0.5032 -0.0582 0.1586 2.8 1.2 0.3
N 1.2636 2.0128 0.7135 2.1 1.7 -0.2
O 2.2127 2.0124 -0.0988 -0.7 -0.5 0.3
O 1.0914 2.9534 1.5165 0.4 0.4 0.0
O 0.3699 0.0276 -1.6525 -1.0 0.2 1.5
H -1.9849 -2.1456 -0.9712 1.3 1.6 -0.2
H -1.3703 -0.8244 1.0606 1.0 0.8 0.1
H -0.1181 -2.0006 0.8269 0.8 0.2 0.0
```
Forces are in eV/Å.

Computed properties:
Total charge   -1
HOMO energy (spin up / spin down)   -3.90 / -3.90 eV
Kohn-Sham gap (spin up / spin down)   7.630 / 7.630 eV
Energy relative to the best compared isomer or geometry (same formula, charge and spin)   468.55 kJ/mol

Atom charges from the natural (NBO) analysis, given in e for atoms 1 to 8:
1 C -0.04
2 C -0.31
3 N -0.09
4 N -0.28
5 N -0.09
6 N 0.58
7 O -0.50
8 O -0.52

This record from the OMol25 dataset describes C26H39N5O3PdS as an isolated structure. The level of theory is ωB97M-V/def2-TZVPD.

The geometry in XYZ format:
```
75
Properties=species:S:1:pos:R:3:forces:R:3
Pd -1.4638 -0.0094 0.4569 -0.4 -0.6 -0.1
O 1.5936 -0.2892 0.1073 0.0 -0.3 0.0
C 2.0124 -1.6512 0.0664 0.0 0.2 0.0
C 0.7753 -2.5845 0.2732 -0.1 -0.1 0.1
O 0.9141 -3.7889 0.0973 0.0 -0.1 0.0
O -0.3007 -2.0204 0.6804 0.2 0.3 -0.3
C 2.7468 -1.8471 -1.2623 0.0 0.0 0.0
C 3.6122 -0.8232 -1.6503 0.0 0.0 0.0
C 4.3303 -0.9019 -2.8295 0.0 0.0 0.0
C 4.1979 -2.0138 -3.6536 0.0 0.0 0.0
C 3.3468 -3.0360 -3.2728 0.0 0.0 0.0
C 2.6287 -2.9601 -2.0834 0.0 0.0 0.0
C 2.9744 -1.9292 1.2248 0.0 0.0 -0.1
C 3.1845 -0.9767 2.2103 0.0 0.0 0.0
C 4.0646 -1.2297 3.2560 0.0 0.0 0.0
C 4.7398 -2.4360 3.3253 0.0 0.0 0.0
C 4.5256 -3.3953 2.3419 0.0 0.0 0.0
C 3.6513 -3.1437 1.2998 0.0 0.0 0.0
H 0.6280 -0.3655 0.2545 0.2 0.3 0.1
H 3.7227 0.0414 -1.0085 0.0 0.0 0.0
H 5.0021 -0.0979 -3.1060 0.0 0.0 0.0
H 4.7590 -2.0800 -4.5772 0.0 0.0 0.0
H 3.2361 -3.9095 -3.9033 0.0 0.0 0.0
H 1.9720 -3.7645 -1.7883 0.0 0.0 0.0
H 2.6445 -0.0421 2.1594 0.0 0.0 0.0
H 4.2171 -0.4790 4.0216 0.0 0.0 0.0
H 5.4260 -2.6330 4.1387 0.0 0.0 0.0
H 5.0420 -4.3454 2.3896 0.0 0.0 0.0
H 3.4730 -3.8953 0.5429 0.0 0.0 0.0
C -4.2643 2.1817 1.8948 -0.1 0.0 0.1
C -3.0885 1.3683 2.4558 0.2 0.3 -0.3
C -2.6089 1.9848 3.7745 0.0 0.0 0.1
C -3.5409 -0.0722 2.7056 0.0 -0.2 0.0
N -2.0081 1.4560 1.4908 -0.2 0.3 0.4
H -5.0752 2.2622 2.6244 0.0 0.0 0.0
H -4.6531 1.7049 0.9938 0.0 0.0 0.0
H -3.9362 3.1915 1.6375 0.0 0.0 0.0
H -3.4196 2.0477 4.5054 0.0 0.0 0.0
H -2.2197 2.9899 3.6015 0.0 0.0 0.0
H -1.8076 1.3818 4.2037 0.0 0.0 0.0
H -4.2840 -0.0996 3.5078 0.0 0.0 0.0
H -2.6961 -0.7010 3.0008 0.0 0.1 0.0
H -3.9840 -0.5098 1.8082 0.0 0.1 0.0
C -4.9231 -4.3080 -1.2730 0.0 0.0 0.0
N -4.4541 -2.9658 -1.5250 0.0 0.1 0.0
C -3.3588 -2.4117 -0.9664 0.0 0.1 0.0
N -2.6358 -3.1444 -0.1369 0.1 -0.1 0.0
S -2.9790 -0.7934 -1.3713 0.0 -0.1 0.0
H -5.7224 -4.5318 -1.9747 0.0 0.0 0.0
H -5.3060 -4.4311 -0.2557 0.0 0.0 0.0
H -4.1271 -5.0363 -1.4427 0.0 0.0 0.0
H -5.0318 -2.3256 -2.0404 0.0 0.0 0.0
H -2.8833 -4.1027 0.0452 0.0 0.0 0.0
H -1.7255 -2.7981 0.2280 0.0 0.0 0.0
C -1.1922 4.3517 -1.3868 0.1 0.1 0.0
C -1.3188 2.8121 -1.4487 -0.2 0.0 0.1
N -0.0130 2.2000 -1.2806 0.1 0.0 0.0
C 0.8550 2.5409 -2.3878 0.0 -0.1 -0.1
C 1.0043 4.0800 -2.4898 0.0 0.1 0.0
N 0.2784 4.6718 -1.3125 0.0 0.0 0.0
C 0.8531 4.1331 -0.0282 0.0 0.1 -0.1
C 0.6010 2.6062 -0.0249 0.0 0.0 0.2
H -1.6440 4.7743 -0.4897 0.0 0.0 0.0
H -1.5816 4.8668 -2.2652 0.0 0.0 0.0
H -1.7297 2.4963 -2.4082 0.0 0.0 0.0
H -1.9751 2.4593 -0.6490 0.1 0.0 -0.1
H 0.4356 2.1450 -3.3126 0.0 0.0 0.0
H 1.8238 2.0673 -2.2290 0.0 0.0 0.0
H 0.5440 4.5013 -3.3835 0.0 0.0 0.0
H 2.0359 4.4248 -2.4255 0.0 0.0 0.0
H 0.3956 5.6812 -1.3303 0.0 0.0 0.0
H 0.3380 4.6478 0.7823 0.0 0.0 0.0
H 1.9067 4.4120 -0.0210 0.0 0.0 0.0
H -0.0726 2.3423 0.7948 0.0 0.0 -0.1
H 1.5329 2.0554 0.0937 0.0 0.0 0.0
```
Forces are in eV/Å.

Computed properties:
<S²>   2.01
Spin multiplicity   3
HOMO energy (spin up / spin down)   -5.95 / -6.94 eV
Kohn-Sham gap (spin up / spin down)   5.313 / 6.308 eV
Energy relative to the best compared isomer or geometry (same formula, charge and spin)   34.92 kJ/mol

Atom charges from the Mulliken analysis, given in e for atoms 1 to 8:
1 Pd 0.17
2 O 0.37
3 C 2.16
4 C 0.04
5 O -0.73
6 O -0.92
7 C -0.24
8 C -0.47

This record from the OMol25 dataset describes C31H30CdN7O as an isolated structure. The level of theory is ωB97M-V/def2-TZVPD.

The geometry in XYZ format:
```
70
Properties=species:S:1:pos:R:3:forces:R:3
Cd -0.1401 -0.0462 -0.2158 -0.1 0.0 -0.4
C 1.4805 1.1761 2.4513 0.0 0.0 0.0
C 0.1010 1.7890 2.7227 0.0 0.0 0.0
C -0.9608 0.7396 2.9093 0.0 0.0 0.0
C -1.7175 0.6625 4.0706 0.0 0.0 0.0
C -2.6644 -0.3418 4.1952 0.0 0.0 0.0
C -2.8299 -1.2456 3.1587 0.0 0.0 0.0
C -2.0384 -1.1043 2.0339 0.0 0.0 0.0
N -1.1271 -0.1366 1.9141 0.0 0.0 0.1
N 1.7723 0.9635 1.0197 0.1 0.1 0.1
C 2.1120 2.2405 0.3578 0.0 0.0 0.0
C 0.9696 2.9890 -0.2809 0.0 0.0 -0.1
C 0.8957 4.3712 -0.1952 0.0 0.0 0.0
C -0.0602 5.0406 -0.9435 0.0 0.0 0.0
C -0.9039 4.3059 -1.7579 0.0 0.0 0.0
C -0.7839 2.9258 -1.7568 0.0 0.0 -0.1
N 0.1243 2.2748 -1.0311 0.0 0.1 0.3
C 2.9247 0.0624 0.8872 0.0 0.0 0.0
C 3.0673 -0.5287 -0.4985 0.1 0.0 0.0
C 4.1335 -1.3732 -0.7833 0.0 0.0 0.0
C 4.2246 -1.9230 -2.0488 0.0 0.0 0.0
C 3.2622 -1.5995 -2.9951 0.0 0.0 0.0
C 2.2383 -0.7489 -2.6237 0.0 0.0 0.0
N 2.1361 -0.2293 -1.3983 0.0 -0.1 0.1
H 2.2618 1.8079 2.8928 0.0 0.0 0.0
H 1.5350 0.2073 2.9504 0.0 0.0 0.0
H 0.1531 2.4045 3.6207 0.0 0.0 0.0
H -0.1812 2.4585 1.9063 0.0 0.0 0.0
H -1.5627 1.3808 4.8640 0.0 0.0 0.0
H -3.2637 -0.4176 5.0927 0.0 0.0 0.0
H -3.5569 -2.0427 3.2135 0.0 0.0 0.0
H -2.1306 -1.7748 1.1864 0.0 0.0 0.0
H 2.6430 2.8943 1.0589 0.0 0.0 0.0
H 2.8018 2.0160 -0.4570 0.0 0.0 0.0
H 1.5869 4.9106 0.4388 0.0 0.0 0.0
H -0.1367 6.1187 -0.8977 0.0 0.0 0.0
H -1.6510 4.7812 -2.3769 0.0 0.0 0.0
H -1.4394 2.3133 -2.3626 0.0 0.0 0.0
H 3.8534 0.5853 1.1573 0.0 0.0 0.0
H 2.8166 -0.7577 1.5978 0.0 0.0 0.0
H 4.8715 -1.5961 -0.0232 0.0 0.0 0.0
H 5.0376 -2.5920 -2.2977 0.0 0.0 0.0
H 3.3017 -1.9994 -3.9981 0.0 0.0 0.0
H 1.4560 -0.4698 -3.3203 0.0 0.0 0.0
O -2.7930 -1.8821 -3.1310 0.0 0.0 0.1
C -2.2557 -1.1997 -2.2574 0.1 0.0 -0.1
N -1.0746 -1.4088 -1.6818 0.1 0.1 0.1
C -0.4231 -2.6391 -2.0322 -0.1 0.0 -0.1
C 0.4278 -3.1744 -0.9066 0.0 0.0 0.0
C 1.0029 -4.4421 -1.0174 0.0 0.0 0.0
C 1.7256 -4.9558 0.0375 0.0 0.0 0.0
C 1.8489 -4.1998 1.1999 0.0 0.0 0.0
C 1.2616 -2.9545 1.2240 0.0 0.0 0.0
N 0.5860 -2.4367 0.1908 0.0 0.0 0.1
C -3.0190 0.0000 -1.7194 -0.1 0.0 0.0
C -4.2441 0.3314 -2.2872 0.0 0.0 0.0
C -4.9640 1.3842 -1.7516 0.0 0.0 0.0
C -4.4467 2.0688 -0.6583 0.0 0.0 0.0
C -3.2176 1.6747 -0.1625 -0.1 0.0 0.0
N -2.5142 0.6712 -0.6845 0.0 0.0 0.1
H -1.1651 -3.4045 -2.2884 0.0 0.0 0.0
H 0.2058 -2.5444 -2.9291 0.0 0.0 0.0
H 0.8582 -5.0123 -1.9258 0.0 0.0 0.0
H 2.1714 -5.9393 -0.0293 0.0 0.0 0.0
H 2.3780 -4.5737 2.0647 0.0 0.0 0.0
H 1.3129 -2.3362 2.1148 0.0 0.0 0.0
H -4.5975 -0.2553 -3.1225 0.0 0.0 0.0
H -5.9210 1.6641 -2.1717 0.0 0.0 0.0
H -4.9832 2.8876 -0.1998 0.0 0.0 0.0
H -2.7724 2.1844 0.6872 0.0 0.0 0.0
```
Forces are in eV/Å.

Computed properties:
Total charge   +1
HOMO energy   -10.63 eV
Kohn-Sham gap   8.564 eV

Atom charges from the natural (NBO) analysis, given in e for atoms 1 to 8:
1 Cd 1.72
2 C -0.21
3 C -0.45
4 C 0.23
5 C -0.25
6 C -0.13
7 C -0.24
8 C 0.06

Number 1: electronic energy -713610.395 eV. Number 2: electronic energy -14219.045 eV. Number 3: electronic energy -55500.465 eV. Number 4: electronic energy -49674.078 eV.